one.
A 2-piece molecular cluster, C3H3NO2S overall, computed with ωB97M-V with the def2-TZVPD basis set.

- HOMO-LUMO gap (alpha / beta): 8.0 / 8.1 eV
- Molecular weight: 117.129 u
- Total charge: 0
- E_HOMO (alpha / beta): -0.3264 / -0.3194 Ha

Element x y z (Å)
C1 -0.56152 -0.07483 0.15484
C2 -0.23725 -1.53383 0.11674
C3 0.42869 0.72110 -0.05029
N1 2.57601 0.04753 0.03103
O1 3.09108 0.38856 -0.98446
O2 0.66955 -2.10893 -0.41226
S1 2.84825 -0.64854 1.36142
H1 -1.67376 0.26039 0.29366
H2 -0.92114 -2.19182 0.68250
H3 0.57885 1.72687 -0.25160

two.
One molecule with the formula C3H3NO2S, computed with ωB97M-V with the def2-TZVPD basis set.

- HOMO-LUMO gap: 8.4 eV
- Molecular weight: 117.129 u
- Total charge: 0
- E_HOMO: -0.2986 Ha

Element x y z (Å)
C1 0.05122 0.22095 -0.11362
C2 1.12730 -0.60682 -0.08389
C3 2.29822 0.23991 -0.01978
N1 0.47286 1.53168 -0.18175
O1 1.85960 1.52880 -0.02181
O2 1.19988 -1.94570 -0.10096
S1 3.88079 -0.12980 0.04353
H1 -0.99689 0.00078 -0.16384
H2 0.03694 2.26521 0.36507
H3 0.31943 -2.33362 -0.16354

Most favorable first, least favorable last: two, one

one.
H12NO9 as an isolated structure, computed with ωB97M-V with the def2-TZVPD basis set.

- HOMO-LUMO gap: 7.8 eV
- Molecular weight: 170.094 u
- Total charge: -1
- E_HOMO: -0.2122 Ha

Element x y z (Å)
N1 -0.08073 0.35440 0.12848
O1 -0.98928 -0.37266 0.56969
O2 1.05288 0.36767 0.55821
O3 -0.45478 1.10741 -0.75289
O4 -2.54509 0.86361 -1.14943
H1 -1.60382 1.00370 -1.04630
H2 -2.79410 0.33754 -0.38951
O5 2.31972 -0.67893 1.49844
H3 1.93285 -1.09495 2.26882
H4 1.57363 -0.31387 1.02272
O6 2.45503 1.50455 -0.89150
H5 1.91470 0.88900 -0.39616
H6 2.23054 2.36324 -0.53305
O7 0.43413 1.72098 -2.33729
H7 0.12484 1.38769 -1.49497
H8 0.58763 0.93662 -2.86401
O8 -0.04892 -2.40246 -0.07047
H9 -0.26521 -1.50122 0.16876
H10 -0.88713 -2.79282 -0.31795
O9 -1.86786 -1.09023 2.30533
H11 -1.72643 -0.68662 1.44899
H12 -1.36262 -1.90264 2.27411

two.
A 7-piece molecular cluster, H12NO9 overall, computed with ωB97M-V with the def2-TZVPD basis set.

- HOMO-LUMO gap: 10.0 eV
- Molecular weight: 170.094 u
- Total charge: -1
- E_HOMO: -0.2563 Ha

Element x y z (Å)
N1 0.19791 0.12495 -0.11364
O1 1.02991 0.47195 0.77636
O2 0.52891 -0.86205 -0.87164
O3 -1.00409 0.22595 0.11736
O4 -2.48509 -1.83405 -1.77364
H1 -1.97409 -2.64005 -1.49864
H2 -2.15409 -1.24705 -1.07564
O5 -0.08109 0.45895 3.41336
H3 -0.93809 0.15995 3.30336
H4 0.12691 0.52295 2.43436
O6 1.08791 -2.19605 -3.31564
H5 0.87691 -1.70905 -2.50764
H6 0.43691 -1.97605 -3.89664
O7 -2.35109 2.67395 0.18236
H7 -1.81809 1.83795 -0.05964
H8 -2.08109 3.14995 1.07136
O8 2.15891 -2.45005 0.66936
H9 1.69191 -1.71305 0.29136
H10 2.00591 -2.39805 1.66336
O9 1.51391 3.15995 0.03436
H11 1.83991 3.85595 0.61836
H12 1.39091 2.38295 0.53736

Most favorable first, least favorable last: two, one

one.
A 2-piece molecular cluster, C35H41N3O3 overall, computed with ωB97M-V with the def2-TZVPD basis set.

- HOMO-LUMO gap: 4.4 eV
- Molecular weight: 551.731 u
- Total charge: 0
- E_HOMO: -0.2296 Ha

Element x y z (Å)
C1 1.61250 3.00843 4.07609
N1 1.29379 1.62451 3.82971
C2 2.24308 0.70060 3.50475
O1 3.43245 0.93370 3.31110
C3 1.54811 -0.65821 3.41638
C4 2.03145 -1.63564 4.50308
C5 3.50406 -1.97719 4.40172
C6 4.38456 -1.70568 5.45548
C7 5.76509 -1.84030 5.27743
C8 6.27000 -2.34294 4.07078
C9 5.38070 -2.72770 3.05826
C10 4.00196 -2.56662 3.23640
N2 0.12222 -0.27716 3.50534
C11 -0.86580 -1.15344 3.26070
C12 -2.22337 -0.80428 3.25216
C13 -3.28976 -1.49649 2.69511
C14 -4.61139 -1.45272 3.29108
C15 -5.39970 -2.61509 3.49307
C16 -6.69249 -2.52369 4.00538
C17 -7.23586 -1.27822 4.34632
C18 -6.40914 -0.14697 4.31953
C19 -5.11506 -0.22874 3.81172
C20 -0.07754 1.14501 3.86404
C21 -0.63773 1.32069 5.28315
C22 -0.92992 1.96967 2.87904
H1 2.69671 3.14291 4.10257
H2 1.19044 3.64915 3.28977
H3 1.17996 3.32986 5.03347
H4 1.76411 -1.09568 2.42310
H5 1.82216 -1.18456 5.48394
H6 1.42426 -2.54910 4.40873
H7 3.98127 -1.34963 6.40432
H8 6.45006 -1.54894 6.07781
H9 7.34932 -2.43495 3.91800
H10 5.75775 -3.14841 2.12268
H11 3.30063 -2.87610 2.45952
H12 -0.53769 -2.17554 3.02930
H13 -2.50002 0.09958 3.80509
H14 -3.09496 -2.19836 1.88055
H15 -4.96392 -3.58896 3.26963
H16 -7.30702 -3.41546 4.11379
H17 -8.27822 -1.18141 4.65537
H18 -6.78767 0.81419 4.66479
H19 -4.47786 0.65917 3.78197
H20 0.09239 0.95246 6.01516
H21 -0.81544 2.38707 5.47090
H22 -1.57697 0.77732 5.40957
H23 -0.45848 1.98424 1.88927
H24 -1.93413 1.56318 2.74915
H25 -1.03159 3.00039 3.25121
C23 -6.69944 -0.29222 -1.28607
C24 -6.05547 0.81092 -2.11121
N3 -5.27686 1.79944 -1.34659
C25 -5.96088 3.09495 -1.20068
C26 -5.93216 4.03096 -2.39369
C27 -4.24346 1.44123 -0.46245
C28 -3.65122 0.12468 -0.66998
C29 -2.31919 -0.25300 -0.33480
C30 -1.65542 -1.36333 -1.13156
C31 -2.36051 -2.27051 -1.93071
C32 -1.71892 -3.32195 -2.59162
C33 -0.34127 -3.50729 -2.44573
C34 0.39565 -2.57857 -1.69118
C35 -0.25212 -1.50643 -1.06826
O2 -1.65077 0.25341 0.58098
O3 -3.86269 2.23314 0.41570
H26 -7.22170 -0.98364 -1.95235
H27 -5.96932 -0.86594 -0.71616
H28 -7.43490 0.11945 -0.58798
H29 -5.41781 0.37874 -2.89444
H30 -6.83681 1.39883 -2.60517
H31 -7.01309 2.86195 -0.99471
H32 -5.53636 3.60384 -0.33405
H33 -6.53624 4.90659 -2.14222
H34 -4.91718 4.37616 -2.59466
H35 -6.34500 3.59556 -3.30649
H36 -4.21942 -0.55974 -1.27384
H37 -3.43038 -2.14244 -2.05472
H38 -2.29930 -3.97302 -3.24476
H39 0.16318 -4.33342 -2.95206
H40 1.48400 -2.67032 -1.61624
H41 0.32874 -0.76246 -0.51876

two.
C35H41N3O3 as an isolated structure, computed with ωB97M-V with the def2-TZVPD basis set.

- HOMO-LUMO gap: 6.0 eV
- Molecular weight: 551.731 u
- Total charge: 0
- E_HOMO: -0.2194 Ha

Element x y z (Å)
C1 2.36307 3.06880 5.37798
C2 1.02916 2.47254 5.04092
O1 1.32220 1.61282 3.87464
C3 0.16141 1.24836 3.36408
C4 0.27520 0.48609 1.98818
C5 -0.83752 -0.58245 2.16993
N1 1.57372 -0.06663 1.74589
C6 1.75919 -1.27690 2.22351
C7 3.04425 -1.84759 2.66277
C8 3.26176 -3.24873 2.74849
C9 4.51309 -3.75483 3.11053
C10 5.54376 -2.84563 3.44794
C11 5.32548 -1.44812 3.43203
C12 4.06761 -0.96336 3.05625
O2 -0.92905 1.45211 3.84925
H1 2.32344 3.51799 6.37313
H2 3.17220 2.32142 5.37691
H3 2.63625 3.86073 4.65586
H4 0.65195 1.76123 5.79968
H5 0.25633 3.24996 4.82794
H6 -1.73817 0.01044 1.92789
H7 -0.78494 -1.37392 1.39915
H8 -0.92755 -0.99240 3.20623
H9 0.89348 -1.97997 2.37473
H10 2.44866 -3.92293 2.49268
H11 4.71011 -4.83752 3.11181
H12 6.53805 -3.23211 3.72071
H13 6.13540 -0.74257 3.68598
H14 3.85512 0.10467 3.03484
C13 -3.19246 0.31322 -5.48960
N2 -2.88413 -0.12161 -4.15310
C14 -3.42598 -1.26483 -3.62576
O3 -4.23823 -1.98486 -4.21623
C15 -2.86180 -1.43475 -2.23259
C16 -2.07952 -2.73529 -2.07272
C17 -2.95105 -3.96407 -2.21885
C18 -2.62094 -4.96539 -3.11402
C19 -3.48918 -6.03811 -3.34307
C20 -4.69923 -6.10467 -2.60587
C21 -4.99659 -5.13428 -1.66563
C22 -4.13183 -4.05966 -1.44237
N3 -2.02346 -0.23556 -2.11588
C23 -1.38478 0.01969 -0.93812
C24 -0.40178 0.98686 -0.74331
C25 0.28390 1.37612 0.44075
C26 1.19550 2.48874 0.50528
C27 2.27306 2.65712 1.44569
C28 3.01810 3.83730 1.42823
C29 2.73809 4.84856 0.49384
C30 3.51490 6.10620 0.50861
C31 1.71358 4.65743 -0.45018
C32 0.94205 3.52429 -0.42577
C33 -1.92190 0.56893 -3.31386
C34 -0.52071 0.51128 -3.93974
C35 -2.33263 2.03384 -3.11041
H15 -3.91767 -0.38470 -5.90875
H16 -3.62923 1.32318 -5.49101
H17 -2.29863 0.32527 -6.13357
H18 -3.70495 -1.40926 -1.51173
H19 -1.28190 -2.76536 -2.83763
H20 -1.58763 -2.73788 -1.08619
H21 -1.67243 -4.88095 -3.67177
H22 -3.23856 -6.79626 -4.07134
H23 -5.38489 -6.93264 -2.79174
H24 -5.92686 -5.18715 -1.07534
H25 -4.34868 -3.28648 -0.71420
H26 -1.69422 -0.66556 -0.16399
H27 -0.17138 1.44926 -1.69048
H28 -0.53853 1.39035 1.49728
H29 2.53234 1.86812 2.10528
H30 3.84723 3.94217 2.13536
H31 3.42469 6.58543 -0.45758
H32 3.11946 6.78804 1.26013
H33 4.56086 5.91096 0.72855
H34 1.51461 5.39414 -1.21106
H35 0.06584 3.44675 -1.06778
H36 -0.31573 -0.49791 -4.32307
H37 -0.48420 1.23939 -4.75690
H38 0.26598 0.76478 -3.22684
H39 -3.41939 2.09779 -2.96694
H40 -1.83489 2.48552 -2.24771
H41 -2.04784 2.59496 -4.00621

Most favorable first, least favorable last: one, two

one.
An isolated ion of composition C3HO4 and charge -1, computed with ωB97M-V with the def2-TZVPD basis set.

- HOMO-LUMO gap: 8.0 eV
- Molecular weight: 101.037 u
- Total charge: -1
- E_HOMO: -0.1420 Ha

Element x y z (Å)
C1 -1.28508 0.02761 0.18824
C2 1.60635 -1.20961 0.00906
C3 0.09364 1.04709 0.14637
O1 -1.69937 -0.13168 -0.94264
O2 -1.63584 -0.30301 1.31038
O3 1.20227 -0.00374 0.36244
O4 0.36668 2.17962 -0.07073
H1 1.35135 -1.60629 -1.00311

two.
An isolated ion of composition C3HO4 and charge -1, computed with ωB97M-V with the def2-TZVPD basis set.

- HOMO-LUMO gap: 8.5 eV
- Molecular weight: 101.037 u
- Total charge: -1
- E_HOMO: -0.1620 Ha

Element x y z (Å)
C1 1.22161 1.25524 -0.13843
C2 -1.46350 1.19235 -0.17194
C3 0.06586 0.39589 -0.22172
O1 -2.31992 0.34043 -0.11615
O2 1.88273 2.15128 -0.57704
O3 -1.41344 2.39903 -0.13753
O4 1.06409 0.51784 0.91462
H1 0.17341 -0.51822 -0.70038

Most favorable first, least favorable last: two, one